(1)
Density functional theory data (ωB97M-V with the def2-TZVPD basis set) for a cluster of 2 separate species, C5H12NO2 in total at a distorted geometry.

Results
LUMO energy (spin up / spin down) = -0.620 / -1.935 eV
HOMO (spin up / spin down) = -10.19 / -10.00 eV
HOMO-LUMO gap (spin up / spin down) = 9.6 / 8.1 eV

Structure (ORCA input):
```
! wB97M-V def2-TZVPD RIJCOSX def2/J DEFGRID3
* xyz 0 2
C -0.31704 1.10480 1.19876
C -1.13780 1.02028 -0.16278
C -1.27405 -0.43381 -0.58681
C -0.46738 -0.87824 -1.80892
O 0.85072 -0.83268 -1.85429
N -2.30785 1.89525 -0.08175
C 2.54721 -0.94937 1.10697
O 2.27906 -0.06065 2.08022
H -0.50080 2.11544 1.51841
H -0.76298 0.38002 1.91996
H 0.71660 0.70870 1.17843
H -0.44629 1.46504 -0.87625
H -0.95865 -1.12622 0.28218
H -2.30609 -0.80900 -0.78379
H -1.03840 -0.25833 -2.59886
H -0.67493 -1.94856 -1.94896
H -2.18486 2.36715 -0.95577
H 3.20357 -1.81044 1.55558
H 1.67822 -1.36309 0.61115
H 3.10173 -0.58627 0.20650
*
```

---

(2)
Density functional theory data (ωB97M-V with the def2-TZVPD basis set) for a cluster of 2 separate species, C4H11NO in total at a distorted geometry.

Results
LUMO energy = 0.604 eV
HOMO = -7.60 eV
HOMO-LUMO gap = 8.2 eV

Structure (ORCA input):
```
! wB97M-V def2-TZVPD RIJCOSX def2/J DEFGRID3
* xyz 0 1
C 1.05825 -0.92239 -2.12047
C 0.39309 -0.04776 -1.33993
N 0.35646 -0.01127 0.02981
C -0.48486 0.82202 0.84627
C -0.16317 2.35092 0.65680
H 0.81509 -0.89204 -3.17026
H 1.94469 -1.39128 -1.71428
H -0.18122 0.76577 -1.79044
H 0.43761 -0.93023 0.44579
H -1.57298 0.63185 0.73276
H -0.34227 0.62125 1.90735
H 0.91041 2.41129 0.82041
H -0.26714 2.60748 -0.39544
H -0.76869 2.80115 1.42838
H -0.64376 -3.65842 1.42246
H -1.03347 -2.26934 1.35526
O -0.45805 -2.88901 0.88553
*
```

---

(3)
Density functional theory data (ωB97M-V with the def2-TZVPD basis set) for the molecule C5H8N2.

Results
LUMO energy = 0.719 eV
HOMO = -8.02 eV
HOMO-LUMO gap = 8.7 eV

Structure (ORCA input):
```
! wB97M-V def2-TZVPD RIJCOSX def2/J DEFGRID3
* xyz 0 1
C -2.42088 -0.04540 -0.31853
N -1.07767 0.02939 0.20833
C 0.01490 -0.67930 -0.18272
C 1.14932 0.02916 0.12616
C 2.56632 -0.42735 -0.07230
C 0.77512 1.29664 0.71616
N -0.56048 1.22321 0.67476
H -2.52010 0.47035 -1.28128
H -3.11834 0.39632 0.39986
H -2.68813 -1.09668 -0.44388
H -0.11994 -1.65019 -0.64552
H 2.71969 -0.88122 -1.05833
H 2.87020 -1.16474 0.68072
H 3.23660 0.43137 0.01870
H -1.21325 1.87526 1.08410
*
```